This record from OMol25 describes a 3-piece molecular cluster, C10H21BBr4IN2O4P2 overall at a distorted geometry. The level of theory is ωB97M-V/def2-TZVPD.

Last column: Löwdin charge in e.
Element x y z (Å)
1 C 0.562 2.105 2.239  -0.12
2 C 1.513 0.898 1.902  -0.12
3 B 1.426 0.473 0.383  -0.61
4 O 1.678 1.364 -0.619  0.11
5 N 1.065 -0.992 0.106  0.07
6 C -0.114 -1.583 -0.028  -0.37
7 C -1.446 -0.875 0.072  -0.02
8 N 0.013 -2.873 -0.282  0.18
9 C 1.384 -3.146 -0.323  -0.52
10 P 2.321 -4.668 -0.660  0.87
11 P 1.979 -6.084 0.944  0.24
12 O 2.508 -5.638 2.231  -0.30
13 O 2.801 -7.428 0.508  -0.17
14 O 0.438 -6.556 1.022  -0.18
15 C 2.036 -1.987 -0.072  -0.69
16 I 4.089 -1.602 0.048  1.05
17 H 0.193 2.592 1.329  0.06
18 H 1.144 2.832 2.818  0.08
19 H -0.260 1.772 2.878  0.03
20 H 1.188 0.038 2.513  0.10
21 H 2.559 1.108 2.176  0.11
22 H 2.631 1.548 -0.624  0.13
23 H -1.365 0.202 -0.105  0.07
24 H -2.142 -1.316 -0.651  0.09
25 H -1.852 -1.037 1.083  0.11
26 H -0.714 -3.557 -0.436  0.19
27 H 1.713 -5.238 -1.809  -0.05
28 H 3.465 -7.174 -0.153  0.06
29 H 0.362 -7.258 1.690  0.09
30 Br -0.281 6.182 1.216  0.61
31 C -2.182 5.778 1.097  -0.69
32 C -2.788 5.567 2.459  -0.68
33 Br -2.319 3.821 3.182  0.65
34 H -2.279 4.911 0.451  0.05
35 H -2.628 6.643 0.610  0.06
36 H -3.875 5.568 2.396  0.06
37 H -2.470 6.306 3.188  0.05
38 Br -0.180 -0.093 -2.627  0.86
39 C -0.915 0.532 -4.322  -0.63
40 C -1.562 1.881 -4.163  -0.68
41 Br -3.296 1.735 -3.291  0.62
42 H -1.601 -0.233 -4.671  0.06
43 H -0.066 0.590 -5.000  0.07
44 H -1.765 2.323 -5.136  0.07
45 H -0.968 2.571 -3.570  0.05

The calculation puts the total energy at -329403.286 eV. For the highest occupied orbital energy, the calculation gives -0.442 Eh. Its total charge is +1. Its HOMO-LUMO gap is 9.09 eV. The LUMO energy comes out at -2.9 eV.